(1)
DFT (ωB97M-V/def2-TZVPD) results for a molecular structure, C41H41CeClN7O6SSe at a distorted geometry.

CARTESIAN COORDINATES (ANGSTROEM)
1 Ce 0.941 -2.071 0.030
2 O 2.083 -4.042 -0.533
3 C 1.743 -5.272 -0.634
4 C 2.004 -5.960 -1.850
5 C 1.931 -7.347 -1.895
6 C 1.373 -8.005 -0.838
7 C 0.958 -7.367 0.355
8 C 1.005 -5.981 0.439
9 C 0.171 -5.218 1.321
10 N -0.249 -4.012 1.086
11 N -1.318 -3.621 1.720
12 C -1.613 -2.335 1.619
13 O -0.913 -1.444 0.972
14 C -2.710 -1.818 2.404
15 C -3.420 -2.690 3.276
16 C -4.638 -2.241 3.827
17 C -5.150 -0.935 3.509
18 C -4.448 -0.182 2.639
19 C -3.227 -0.568 2.104
20 H 2.286 -5.336 -2.721
21 H 2.369 -7.964 -2.684
22 H 1.347 -9.071 -0.809
23 H 0.633 -8.003 1.163
24 H -0.277 -5.797 2.159
25 H -2.998 -3.681 3.543
26 H -5.217 -2.857 4.542
27 H -6.064 -0.571 4.002
28 H -4.829 0.817 2.399
29 H -2.651 0.140 1.488
30 C 6.128 -4.472 3.725
31 C 4.746 -4.502 3.681
32 C 4.036 -3.749 2.788
33 C 4.740 -2.864 1.908
34 C 6.142 -2.769 1.973
35 C 6.820 -3.672 2.822
36 N 3.976 -1.936 1.130
37 N 4.794 -1.188 0.332
38 C 4.212 -0.592 -0.737
39 C 5.117 0.185 -1.498
40 C 4.586 0.973 -2.522
41 C 3.255 0.842 -2.907
42 C 2.533 -0.210 -2.339
43 N 2.927 -0.824 -1.173
44 H 6.670 -5.139 4.376
45 H 4.182 -5.082 4.410
46 H 2.960 -3.951 2.752
47 H 6.599 -2.040 1.322
48 H 7.886 -3.645 2.880
49 H 6.161 0.273 -1.176
50 H 5.201 1.722 -2.995
51 H 2.746 1.520 -3.626
52 H 1.590 -0.494 -2.771
53 O -2.009 -2.674 -3.389
54 Cl -0.724 -2.801 -2.794
55 O 0.257 -3.297 -3.807
56 O -0.257 -1.519 -2.088
57 O -0.738 -3.720 -1.556
58 S 2.002 -0.605 2.453
59 C 2.731 -1.532 1.403
60 C -4.671 0.749 -2.283
61 C -3.776 1.170 -3.486
62 C -2.280 1.441 -3.163
63 C -1.876 2.920 -3.016
64 N -1.830 3.395 -1.641
65 C -0.627 3.527 -0.916
66 Se 0.777 2.372 -1.145
67 N -0.926 4.253 0.207
68 C 0.133 4.845 1.098
69 C 0.864 6.036 0.430
70 C 0.016 7.283 0.177
71 C 0.660 8.645 0.269
72 C -2.317 4.480 0.332
73 C -3.110 5.249 1.173
74 C -4.428 5.544 0.774
75 C -4.933 4.982 -0.386
76 C -4.171 4.162 -1.212
77 C -2.816 3.949 -0.908
78 H -5.111 1.593 -1.799
79 H -4.053 0.192 -1.547
80 H -5.431 0.127 -2.662
81 H -4.234 2.081 -3.897
82 H -3.808 0.383 -4.271
83 H -1.660 0.966 -3.959
84 H -1.971 0.921 -2.252
85 H -2.514 3.641 -3.526
86 H -0.798 3.109 -3.355
87 H 0.881 4.046 1.258
88 H -0.360 5.015 2.083
89 H 1.333 5.721 -0.482
90 H 1.708 6.330 1.105
91 H -0.816 7.283 0.887
92 H -0.523 7.218 -0.755
93 H 0.914 8.975 1.309
94 H -0.003 9.367 -0.122
95 H 1.625 8.621 -0.249
96 H -2.702 5.623 2.064
97 H -5.085 6.054 1.425
98 H -5.992 5.169 -0.576
99 H -4.477 3.754 -2.194

Properties
highest occupied orbital energy (alpha / beta)	-3.624 / -3.563	eV
gap between HOMO and LUMO (alpha / beta)	5.521 / 5.354	eV
net charge	-1
maximum force	0.0835	hartree/bohr

=====

(2)
DFT (ωB97M-V/def2-TZVPD) results for 2 unconnected molecules or ions with the total composition C3H3N5O2 at a distorted geometry.

CARTESIAN COORDINATES (ANGSTROEM)
1 C 2.021 1.589 0.745
2 C -0.560 2.351 -0.801
3 C -0.320 -0.021 -0.232
4 N 3.874 1.375 1.632
5 N 3.290 1.397 0.432
6 N 1.766 1.652 2.041
7 N 2.975 1.525 2.580
8 N 0.263 1.232 -0.550
9 O -0.044 3.477 -0.827
10 O -1.749 2.047 -1.083
11 H -1.082 0.022 0.569
12 H -0.820 -0.422 -1.132
13 H 0.462 -0.728 0.061

Properties
highest occupied orbital energy (alpha / beta)	-0.681 / -0.682	eV
gap between HOMO and LUMO (alpha / beta)	7.598 / 7.599	eV
net charge	-2
maximum force	0.0832	hartree/bohr

=====

(3)
DFT (ωB97M-V/def2-TZVPD) results for 2 unconnected molecules or ions with the total composition C11H15N at a distorted geometry.

CARTESIAN COORDINATES (ANGSTROEM)
1 C 1.986 1.549 -0.552
2 C -0.156 -0.117 1.965
3 C 0.020 0.296 0.652
4 C 1.231 1.102 0.636
5 C 1.748 0.975 1.921
6 C -1.338 -0.722 2.358
7 C -2.392 -0.712 1.417
8 C -2.292 -0.179 0.111
9 C -1.067 0.353 -0.217
10 N 0.919 0.278 2.761
11 H -1.493 -0.878 3.419
12 H -3.339 -1.154 1.699
13 H 1.099 -0.063 3.691
14 H -3.160 -0.394 -0.493
15 H 2.704 1.173 2.386
16 H -0.851 0.794 -1.188
17 H 2.983 1.883 -0.275
18 H 1.685 2.447 -1.104
19 H 2.023 0.747 -1.284
20 C 0.674 -0.707 -4.717
21 C -0.059 -1.715 -3.764
22 H 0.934 0.254 -4.267
23 H 1.708 -0.992 -4.956
24 H 0.029 -0.736 -5.592
25 H -1.051 -1.306 -3.635
26 H 0.440 -1.803 -2.800
27 H 0.056 -2.619 -4.359

Properties
highest occupied orbital energy (alpha / beta)	-13.204 / -13.555	eV
multiplicity	2
gap between HOMO and LUMO (alpha / beta)	9.559 / 6.355	eV
net charge	+1
maximum force	0.0691	hartree/bohr

=====

(4)
DFT (ωB97M-V/def2-TZVPD) results for a gas-phase ion, C4H9N4O2 (charge +1) at a distorted geometry.

CARTESIAN COORDINATES (ANGSTROEM)
1 N -1.980 -1.993 -0.091
2 N -1.588 -0.950 0.589
3 C -1.946 0.216 -0.188
4 C -1.173 1.445 0.226
5 N 0.195 1.126 0.146
6 C 0.579 -0.121 0.056
7 C 1.747 -0.834 0.020
8 N 3.002 -0.277 -0.083
9 O 3.998 -0.872 -0.211
10 O 3.031 1.061 -0.049
11 H -2.702 -1.902 -0.788
12 H -1.699 -3.023 0.210
13 H -3.128 0.300 -0.007
14 H -1.748 0.206 -1.235
15 H -1.558 2.311 -0.354
16 H -1.439 1.887 1.246
17 H 0.869 1.845 0.462
18 H 1.631 -1.871 0.053
19 H 3.910 1.447 -0.003

Properties
highest occupied orbital energy (alpha / beta)	-11.991 / -12.616	eV
gap between HOMO and LUMO (alpha / beta)	7.122 / 7.999	eV
net charge	+1
maximum force	0.0813	hartree/bohr

=====

(5)
DFT (ωB97M-V/def2-TZVPD) results for a molecular structure, C7H10Br2 at a distorted geometry.

CARTESIAN COORDINATES (ANGSTROEM)
1 C 1.552 -1.959 0.196
2 C 1.973 -0.896 0.529
3 C -0.909 0.944 0.619
4 C -1.325 0.660 -0.805
5 C -2.261 0.421 0.343
6 C 2.645 0.300 0.916
7 C -0.665 -0.332 -1.721
8 Br -3.857 1.366 0.891
9 Br -2.491 -1.460 0.746
10 H 0.818 -2.702 0.012
11 H -1.712 1.508 -1.302
12 H -0.122 0.400 1.158
13 H -0.826 1.995 0.889
14 H 1.749 1.045 1.032
15 H 3.151 0.103 1.932
16 H 3.489 0.530 0.242
17 H 0.479 -0.377 -1.501
18 H -0.751 -0.211 -2.747
19 H -0.938 -1.335 -1.428

Properties
highest occupied orbital energy	-9.844	eV
gap between HOMO and LUMO	10.502	eV
maximum force	0.0797	hartree/bohr

=====

(6)
DFT (ωB97M-V/def2-TZVPD) results for a molecular structure, C12H14BCrF4IN2 at a distorted geometry.

CARTESIAN COORDINATES (ANGSTROEM)
1 C 3.567 0.126 0.561
2 C -0.047 1.958 1.825
3 H 3.129 -0.651 1.211
4 H 4.533 0.487 0.950
5 H 3.610 -0.206 -0.483
6 H -1.027 2.219 2.247
7 H 0.677 1.943 2.636
8 H 0.198 2.750 1.093
9 C 1.285 -1.943 -0.884
10 C 1.249 -3.102 -1.651
11 C 0.025 -3.506 -2.205
12 C -1.105 -2.700 -2.044
13 H 2.192 -1.616 -0.376
14 H 2.167 -3.684 -1.792
15 H -0.058 -4.440 -2.760
16 H -2.087 -2.946 -2.452
17 N 0.199 -1.149 -0.716
18 C -0.982 -1.504 -1.314
19 C -2.080 -0.584 -1.077
20 N -1.762 0.492 -0.285
21 C -2.704 1.455 -0.072
22 C -4.387 0.150 -1.211
23 C -4.031 1.271 -0.459
24 H -2.376 2.357 0.441
25 H -4.795 1.986 -0.156
26 C -3.383 -0.758 -1.547
27 H -3.592 -1.634 -2.152
28 H -5.414 -0.024 -1.536
29 Cr -0.100 0.253 0.724
30 I 0.015 -1.012 2.865
31 F 2.684 1.233 0.614
32 B 3.585 3.180 2.484
33 F 3.854 2.033 3.139
34 F 4.331 3.564 1.430
35 F 2.634 4.003 2.951

Properties
highest occupied orbital energy (alpha / beta)	-6.444 / -7.355	eV
multiplicity	5
gap between HOMO and LUMO (alpha / beta)	5.598 / 6.277	eV
maximum force	0.0410	hartree/bohr